Entry 1:
Formula: C4HCl4IN2O2
Source: OMol25
Level of theory: ωB97M-V with the def2-TZVPD basis set

Element x y z (Å)
I -1.324 -1.577 -1.489
Cl -0.638 2.675 -0.545
Cl -0.079 -2.505 1.449
C 1.284 0.657 -0.963
O -2.838 -0.289 0.672
N -1.930 0.432 0.999
O -2.023 1.654 1.225
C 1.206 -0.642 -0.169
C 0.582 1.752 -0.893
Cl 2.466 0.591 -2.207
H 1.709 -1.578 -0.570
C -0.137 -0.974 0.399
Cl 2.422 -0.294 1.079
N -0.700 0.096 1.012

Computed properties:
Lowest unoccupied orbital energy (alpha / beta): -3.4921 / -3.4955 eV
Relative energy (zero: lowest compared OMol25 entry of this formula, charge and spin): 450.8 kJ/mol
Frontier orbital gap (alpha / beta): 5.88 / 5.88 eV
Multiplicity: 1

The molecule's Löwdin atomic charges, reported in e, are given here: 0.80 1.07 0.54 -0.82 -0.04 -0.53 -0.11 -0.83 -0.47 0.76 0.10 -1.12 0.67 -0.02

---

Entry 2:
Formula: C4H7N2S
Source: OMol25
Level of theory: ωB97M-V with the def2-TZVPD basis set

Element x y z (Å)
H -3.150 -1.068 1.365
C 1.924 1.238 -0.138
C -2.802 -1.379 0.294
C -0.620 -0.323 -0.037
H 1.482 1.390 0.784
N 0.536 -0.830 -0.133
S 3.166 -1.174 -0.631
H 1.054 1.816 -0.785
H -3.675 -1.925 -0.145
N -1.816 -1.101 -0.415
H -0.813 0.792 -0.095
H 2.950 1.586 -0.221
C 1.791 -0.232 -0.324
H 0.646 -1.871 -0.338

Computed properties:
Lowest unoccupied orbital energy (alpha / beta): -6.1237 / -6.1240 eV
Relative energy (zero: lowest compared OMol25 entry of this formula, charge and spin): 313.8 kJ/mol
Frontier orbital gap (alpha / beta): 7.37 / 7.37 eV
Multiplicity: 1
SMILES string: C=N/C=[NH+]/C(C)=S
Charge: +1

The molecule's Löwdin atomic charges, reported in e, are given here: 0.14 -0.10 0.01 -0.01 0.05 0.05 0.82 0.16 0.11 0.07 0.18 0.09 -0.76 0.19

---

Entry 3:
Formula: C4H6OS
Source: OMol25
Level of theory: ωB97M-V with the def2-TZVPD basis set

Element x y z (Å)
C -0.126 -0.133 -0.392
H 3.508 -1.239 -0.792
H -2.109 2.079 1.324
C -1.425 1.051 1.494
O 1.945 -1.632 -2.259
S 1.467 -0.851 0.301
H -2.213 0.309 1.822
H -0.466 1.174 1.938
C -1.040 0.686 -0.034
H 0.055 -0.592 -1.484
H -1.934 0.521 -0.855
C 2.338 -1.374 -1.063

Computed properties:
Lowest unoccupied orbital energy: 0.2133 eV
Relative energy (zero: lowest compared OMol25 entry of this formula, charge and spin): 352.9 kJ/mol
Frontier orbital gap: 9.67 eV
Multiplicity: 1
SMILES string: C/C=C\SC=O

The molecule's Löwdin atomic charges, reported in e, are given here: -0.42 0.11 0.12 -0.09 -0.10 0.91 0.08 0.03 -0.25 0.10 0.16 -0.64

---

Entry 4:
Formula: C4H36NO16
Source: OMol25
Level of theory: ωB97M-V with the def2-TZVPD basis set

Element x y z (Å)
C 0.117 -3.834 -1.089
H -1.162 -1.779 1.311
O 0.330 1.247 1.772
H 0.408 1.747 -1.803
C -0.962 -1.777 0.200
O 3.147 2.919 1.657
H -2.294 1.391 1.821
O 1.625 4.580 -0.059
H 3.518 2.170 1.063
H -3.820 -2.594 -1.136
O 1.290 -1.108 0.098
H -5.335 -0.217 -0.175
H 1.342 -1.329 1.621
H -0.618 -3.431 2.060
O 3.948 0.976 -0.213
H 3.285 0.387 -2.218
H 0.983 0.542 2.085
H 3.464 0.181 -0.514
H 2.606 -1.102 2.472
O -5.159 0.664 -0.488
N -0.943 -3.362 -0.177
H -2.094 3.578 -0.860
O -2.890 3.101 -0.977
O 1.642 1.789 4.061
H 2.157 3.040 1.542
H -1.927 -1.443 -0.163
H 1.603 0.259 -2.130
H -2.341 -0.371 -3.483
H -1.854 -4.384 1.286
O 1.624 -0.953 2.548
O -2.678 0.442 -3.603
H 3.768 -2.159 1.288
O 2.411 0.757 -2.343
H -0.238 2.981 -2.856
H -0.336 -4.654 -1.607
H 3.830 -3.355 0.227
H 1.849 4.034 -0.734
O 4.265 -2.603 0.676
H 0.236 -2.913 -1.765
O 0.022 -0.759 -1.625
H 0.098 0.695 1.060
C -0.826 -4.009 1.091
H -3.227 -3.822 -1.218
H 2.244 2.432 3.559
H 1.120 -4.042 -0.639
O -3.312 1.453 1.757
H 3.757 1.767 -0.745
H 1.735 1.029 3.565
O -0.034 2.647 -1.965
H -3.397 2.271 1.280
H -0.006 -4.777 1.103
H -5.199 1.243 0.349
O -4.166 -3.425 -0.967
C 0.244 -1.298 -0.543
H 0.770 4.978 -0.306
H -3.563 0.684 -3.352
H -2.735 2.190 -1.346

Computed properties:
Lowest unoccupied orbital energy: 2.4569 eV
Relative energy (zero: lowest compared OMol25 entry of this formula, charge and spin): 677.4 kJ/mol
Frontier orbital gap: 8.89 eV
Multiplicity: 1
Charge: -1

The molecule's Löwdin atomic charges, reported in e, are given here: -0.10 0.12 -0.07 0.06 -0.02 -0.14 0.07 -0.02 0.03 -0.05 -0.02 0.01 0.02 0.09 -0.08 0.03 0.01 0.04 0.07 -0.09 -0.23 -0.01 -0.07 -0.07 0.04 0.09 0.00 -0.04 0.08 -0.13 0.00 -0.05 -0.08 0.06 0.07 0.06 -0.04 -0.02 0.10 0.00 -0.02 -0.17 0.09 0.05 0.08 -0.10 0.05 -0.07 -0.09 -0.01 0.08 0.07 -0.09 -0.75 0.05 0.03 0.05

---

Entry 5:
Formula: C2H8N4
Source: OMol25
Level of theory: ωB97M-V with the def2-TZVPD basis set

Element x y z (Å)
H -1.509 -1.434 -0.485
H -0.058 -1.978 0.331
C 1.715 1.476 -1.502
C -1.628 -1.675 1.535
H -1.315 -2.387 2.305
N -1.064 -1.892 0.293
H 1.497 1.209 -2.536
H -2.798 -0.776 2.704
H 0.762 1.821 0.248
N 0.608 1.640 -0.731
N 2.891 1.716 -1.075
H 3.535 1.624 -1.858
N -2.345 -0.657 1.801
H -0.290 1.313 -1.030

Computed properties:
Lowest unoccupied orbital energy: 0.7963 eV
Relative energy (zero: lowest compared OMol25 entry of this formula, charge and spin): 60.9 kJ/mol
Frontier orbital gap: 10.05 eV
Multiplicity: 1
SMILES string: [H]/N=C/N.[H]/N=C/N

The molecule's Löwdin atomic charges, reported in e, are given here: 0.08 0.08 -0.42 -0.40 0.11 0.05 0.11 0.03 0.09 0.07 0.04 0.02 0.05 0.08

---

Entry 6:
Formula: C4H11NO3
Source: OMol25
Level of theory: ωB97M-V with the def2-TZVPD basis set

Element x y z (Å)
H -2.108 -2.265 -0.360
O 1.635 0.995 0.104
H 1.347 -1.213 -0.545
C 0.521 1.278 0.441
O 0.014 2.517 0.205
N -0.742 -0.697 -0.175
O 2.074 -1.865 -0.524
H -0.895 0.433 -2.002
C -1.503 -0.094 -1.270
H -1.441 0.911 1.097
C -0.564 0.316 0.885
H -0.229 -0.191 1.775
H -2.257 0.650 -0.957
H -2.063 -0.880 -1.764
H 0.700 3.008 -0.281
C -1.474 -1.853 0.415
H -2.099 -1.665 1.289
H 1.940 -2.258 0.346
H -0.724 -2.598 0.648

Computed properties:
Lowest unoccupied orbital energy: 0.6355 eV
Relative energy (zero: lowest compared OMol25 entry of this formula, charge and spin): 147.0 kJ/mol
Frontier orbital gap: 10.25 eV
Multiplicity: 1
SMILES string: CN(C)CC(=O)O.O

The molecule's Löwdin atomic charges, reported in e, are given here: 0.07 0.12 -0.01 -0.50 0.09 -0.24 -0.08 0.09 -0.09 0.12 -0.13 0.13 0.09 0.07 0.13 -0.07 0.09 0.02 0.08

---

Entry 7:
Formula: C2H8NS2
Source: OMol25
Level of theory: ωB97M-V with the def2-TZVPD basis set

Element x y z (Å)
H 2.315 3.180 0.288
N 0.251 -0.460 -1.111
C 0.082 0.229 0.238
C -1.171 -0.208 0.961
S -0.121 2.044 -0.093
H -1.373 -1.216 0.981
H -0.640 -0.654 -1.654
H -0.984 0.019 1.971
H 0.960 0.000 0.873
H 0.801 0.062 -1.737
S 1.755 2.386 -0.783
H -2.029 0.323 0.568
H 0.737 -1.369 -1.037

Computed properties:
Lowest unoccupied orbital energy: -3.6941 eV
Relative energy (zero: lowest compared OMol25 entry of this formula, charge and spin): 26.8 kJ/mol
Frontier orbital gap: 9.84 eV
Multiplicity: 1
SMILES string: C[C@@H]([NH3+])SS
Charge: +1

The molecule's Löwdin atomic charges, reported in e, are given here: -0.08 0.16 -0.66 -0.10 0.52 0.07 0.21 0.08 0.13 0.08 0.33 0.08 0.18

---

Entry 8:
Formula: C6H13N4O
Source: OMol25
Level of theory: ωB97M-V with the def2-TZVPD basis set

Element x y z (Å)
C -0.511 1.087 -1.096
H 0.228 -2.795 0.016
C -1.010 2.988 0.604
N -0.008 0.874 1.176
H 0.292 -2.352 3.352
H -2.104 2.987 0.331
H 2.026 -0.010 -1.011
H 0.019 -0.731 3.544
O -1.026 -1.353 -1.217
C 0.127 -1.630 1.557
C 1.319 -0.734 -1.470
C -0.487 1.677 0.311
H 1.455 -0.750 -2.551
N 0.247 -0.365 0.601
H -0.522 3.692 0.075
N 0.094 -1.478 2.854
H 1.629 -1.741 -1.108
H -1.585 1.086 -1.395
N 0.133 -2.818 0.954
C -0.100 -0.390 -0.879
H -0.118 -3.708 1.407
H 0.207 1.635 -1.706
H -0.873 3.353 1.649
H -1.140 -1.327 -2.154

Computed properties:
Lowest unoccupied orbital energy (alpha / beta): -3.1179 / -5.8832 eV
Relative energy (zero: lowest compared OMol25 entry of this formula, charge and spin): 120.6 kJ/mol
<S²>: 2.008
Frontier orbital gap (alpha / beta): 5.28 / 8.21 eV
Multiplicity: 3
Charge: +1

The molecule's Löwdin atomic charges, reported in e, are given here: -0.02 0.05 -0.03 0.12 0.14 0.12 0.11 0.15 0.05 -0.24 0.01 -0.37 0.09 0.09 0.04 0.22 0.08 0.15 0.23 -0.50 0.17 0.13 0.11 0.12

---

Entry 9:
Formula: C3H2S2
Source: OMol25
Level of theory: ωB97M-V with the def2-TZVPD basis set

Element x y z (Å)
S -0.546 1.609 -0.517
S 1.339 -0.209 0.821
C -0.090 0.117 -0.078
H -1.578 -3.317 -0.548
C -0.741 -1.205 -0.255
C -1.288 -2.287 -0.594
H 1.612 1.165 1.253

Computed properties:
Lowest unoccupied orbital energy: -1.0759 eV
Relative energy (zero: lowest compared OMol25 entry of this formula, charge and spin): 75.3 kJ/mol
Frontier orbital gap: 8.01 eV
Multiplicity: 1
SMILES string: C#CC(=S)S

The molecule's Löwdin atomic charges, reported in e, are given here: 0.66 0.74 -1.30 0.03 -0.24 0.14 -0.04

---

Entry 10:
Formula: C14H16N2O2S
Source: OMol25
Level of theory: ωB97M-V with the def2-TZVPD basis set

Element x y z (Å)
H -0.334 1.824 -0.366
H -4.466 1.525 -0.125
C -0.630 0.949 0.348
H -2.433 1.528 -1.816
H -2.445 -0.207 -1.159
S 1.916 -0.408 1.863
H -0.771 2.199 2.071
C 3.494 -0.083 1.006
H 1.735 2.045 1.627
H -0.198 -0.037 0.016
O -7.008 -0.926 0.222
O 3.412 -0.071 4.550
H -0.617 0.453 2.515
C -2.716 0.795 -1.050
C 1.264 1.248 2.139
H 6.944 0.030 0.936
C 5.799 0.198 -0.819
C 4.451 0.192 -1.185
H 1.316 1.455 3.233
H -4.723 1.232 -1.888
C -5.844 -0.672 -0.158
H 2.436 -0.006 -0.614
H 4.146 0.563 -2.111
C -4.227 0.803 -0.946
C -0.258 1.235 1.821
N -4.737 -0.489 -0.546
H -2.688 0.185 0.960
C 4.883 -0.075 1.540
N 5.192 -0.195 2.895
C -2.237 0.986 0.360
H 6.615 0.398 -1.458
H -2.561 1.949 0.659
C 4.399 -0.040 3.770
C 6.003 0.015 0.578
C 3.408 -0.077 -0.345

Computed properties:
Lowest unoccupied orbital energy: 0.3504 eV
Relative energy (zero: lowest compared OMol25 entry of this formula, charge and spin): 420.7 kJ/mol
Frontier orbital gap: 9.15 eV
Multiplicity: 1
SMILES string: O=C=NCCCCCCSc1ccccc1N=C=O

The molecule's Löwdin atomic charges, reported in e, are given here: 0.14 0.12 -0.20 0.13 0.09 0.96 0.12 -0.40 0.07 0.10 0.07 0.05 0.11 -0.23 -0.47 0.06 -0.04 -0.09 0.08 0.14 -0.26 0.06 0.09 -0.22 -0.30 0.12 0.12 -0.18 0.16 -0.23 0.09 0.09 -0.24 0.02 -0.15

---

Entry 11:
Formula: C13H14HgIN3
Source: OMol25
Level of theory: ωB97M-V with the def2-TZVPD basis set

Element x y z (Å)
H -1.700 -3.048 -2.047
C 1.420 -3.361 -0.686
H 2.024 3.721 0.860
C -0.788 -2.826 -1.504
C -4.068 0.056 -1.364
C -0.673 -1.575 -0.869
C 0.276 -3.726 -1.402
H 2.938 3.833 2.336
C 3.444 2.044 1.247
I 0.403 2.783 -1.585
C 1.022 0.155 2.417
H -4.660 1.893 -0.362
C -1.811 -0.624 -0.808
H 2.267 -4.025 -0.554
C 1.468 -2.079 -0.116
C -3.882 1.159 -0.527
H -2.429 2.213 0.710
C 2.407 3.123 1.690
Hg 0.870 1.253 0.575
H 3.224 1.411 0.377
N 0.999 -0.549 3.351
N -1.650 0.445 -0.005
H 0.193 -4.700 -1.878
N 0.462 -1.207 -0.248
H -5.006 -0.122 -1.889
H 1.587 2.740 2.314
C -2.646 1.327 0.110
H -3.075 -1.709 -2.174
C -3.011 -0.839 -1.517
H 3.698 1.400 2.090
H 4.369 2.572 0.998
H 2.328 -1.739 0.461

Computed properties:
Lowest unoccupied orbital energy: -0.3542 eV
Relative energy (zero: lowest compared OMol25 entry of this formula, charge and spin): 0.0 kJ/mol
Frontier orbital gap: 8.63 eV
Multiplicity: 1

The molecule's Löwdin atomic charges, reported in e, are given here: 0.10 -0.05 0.00 0.00 -0.05 -0.21 -0.05 0.08 -0.21 0.04 -0.40 0.10 -0.22 0.10 -0.12 -0.05 0.11 -0.26 0.66 0.02 -0.03 0.02 0.11 0.03 0.11 0.02 -0.16 0.10 -0.01 0.06 0.07 0.10

---

Entry 12:
Formula: C3H2N2OS2
Source: OMol25
Level of theory: ωB97M-V with the def2-TZVPD basis set

Element x y z (Å)
C -0.348 0.121 0.121
N -1.088 1.069 -0.314
O 1.672 0.141 -1.239
C 1.003 -0.340 -0.343
H 0.518 1.646 -1.915
H -1.732 -0.603 1.738
S -0.718 2.103 -1.550
N 0.016 -1.685 1.600
S 1.453 -1.706 0.675
C -0.778 -0.746 1.227

Computed properties:
Lowest unoccupied orbital energy: -1.4045 eV
Relative energy (zero: lowest compared OMol25 entry of this formula, charge and spin): 69.2 kJ/mol
Frontier orbital gap: 8.10 eV
Multiplicity: 1
SMILES string: O=C1SN=C/C1=N/S

The molecule's Löwdin atomic charges, reported in e, are given here: -0.38 -0.32 -0.02 -0.65 -0.11 0.12 0.84 -0.27 1.01 -0.21